Entry from the OMol25 dataset: C4H16N8O4Pb as an isolated structure at a distorted geometry (wB97M-V/def2-TZVPD).

Geometry (Å):
1 Pb -0.6437 -0.8151 0.6857
2 C 1.4340 -0.2333 -2.0560
3 O 0.3468 -0.4451 -1.4748
4 N 1.7036 -0.7556 -3.2681
5 N 2.3966 0.5382 -1.4969
6 H 1.1071 -1.4633 -3.6577
7 H 2.6373 -0.6683 -3.6338
8 H 2.3008 0.8047 -0.5343
9 H 3.2829 0.6591 -1.9569
10 C -0.3295 2.6367 -0.1228
11 O 0.0993 1.5565 0.3366
12 N 0.3258 3.7965 0.0769
13 N -1.4304 2.7030 -0.9090
14 H 1.1839 3.7857 0.5966
15 H -0.0725 4.6707 -0.2178
16 H -1.7137 3.5859 -1.2965
17 H -1.9850 1.8881 -1.0828
18 C -0.3961 -3.7491 -1.2744
19 O -0.2833 -2.9867 -0.2836
20 N 0.6027 -4.5706 -1.6244
21 N -1.5169 -3.7513 -2.0311
22 H 1.4286 -4.5380 -1.0519
23 H 0.5550 -5.1922 -2.4120
24 H -2.1604 -3.0202 -1.7950
25 H -1.7200 -4.4496 -2.7234
26 C -1.0804 1.1490 3.6840
27 O -1.4275 0.7766 2.5503
28 N -0.1005 2.0721 3.8725
29 N -1.6220 0.6273 4.8110
30 H 0.2789 2.1712 4.7984
31 H 0.3343 2.5498 3.1074
32 H -2.1804 -0.1900 4.6323
33 H -1.3554 0.8571 5.7515

Calculated values
Kohn-Sham gap, eV: 8.391
Total charge: +2
HOMO energy, eV: -15.91
Molecular weight, g/mol: 447.42
Energy above the lowest of the compared OMol25 structures with the same formula, charge and spin, kJ/mol: 0.0

Charges computed using natural (NBO), reported in e:
1. Pb 1.74
2. C 0.81
3. O -0.81
4. N -0.79
5. N -0.81
6. H 0.42
7. H 0.41
8. H 0.42
9. H 0.41
10. C 0.81
11. O -0.80
12. N -0.80
13. N -0.80
14. H 0.42
15. H 0.42
16. H 0.42
17. H 0.41
18. C 0.81
19. O -0.82
20. N -0.79
21. N -0.80
22. H 0.43
23. H 0.42
24. H 0.41
25. H 0.42
26. C 0.80
27. O -0.79
28. N -0.81
29. N -0.80
30. H 0.41
31. H 0.41
32. H 0.41
33. H 0.42